No. 1
DFT (ωB97M-V/def2-TZVPD) results for a cluster of 14 separate species, C22H72N8O14 in total at a distorted geometry.

Results
Charge ... 0
HOMO energy ... -9.043 eV
Maximum force ... 0.170 hartree/bohr
LUMO level ... -0.10 eV
ΔE to the lowest compared entry with this formula, charge and spin ... 63.60 kcal/mol

Element x y z (Å)
C: 33.20500 1.72200 4.82100
C: 32.03200 2.32500 4.08900
O: 30.89000 1.65300 4.53800
H: 33.07900 1.80500 5.85200
H: 34.11200 2.28900 4.64300
H: 33.29600 0.65700 4.52500
H: 32.21100 2.38600 3.04000
H: 31.99700 3.39800 4.26500
H: 30.60200 2.19300 5.29800
C: 27.35500 -3.95900 5.16100
C: 27.85600 -2.82000 4.38500
O: 27.02500 -1.71700 4.51700
H: 27.20600 -3.63900 6.17000
H: 28.08400 -4.77000 5.06200
H: 26.45700 -4.29300 4.69800
H: 28.13000 -3.03100 3.35000
H: 28.82600 -2.52700 4.90500
H: 27.24600 -1.11800 3.75300
C: 24.97700 3.50000 7.66500
C: 25.67700 4.26200 8.69500
O: 26.83000 3.55000 9.17100
H: 25.36200 3.32000 6.75400
H: 24.09500 4.12300 7.42200
H: 24.59200 2.59400 8.02900
H: 25.22300 4.17600 9.72200
H: 25.80300 5.33800 8.47600
H: 27.29300 4.06300 9.82600
C: 23.86500 -2.49300 6.49800
C: 23.48700 -1.83300 5.15600
O: 24.25800 -0.67300 5.08600
H: 23.62700 -1.93000 7.41200
H: 24.84000 -2.97000 6.62000
H: 23.07900 -3.29700 6.54700
H: 22.43100 -1.38600 5.24200
H: 23.59600 -2.48200 4.26200
H: 24.93900 -0.72600 5.73500
C: 30.82300 4.74100 6.99100
C: 29.50300 4.08500 6.93600
O: 29.70300 2.74700 6.69800
H: 31.67200 4.20200 6.49600
H: 31.15400 4.85800 8.08500
H: 30.82500 5.77600 6.60800
H: 28.89100 4.41600 6.12600
H: 28.95500 4.12600 7.83600
H: 28.84200 2.35200 6.76100
C: 25.83200 5.32300 0.79100
C: 26.56200 4.32700 -0.09300
O: 26.98500 3.30400 0.66300
H: 26.12100 5.48000 1.85800
H: 24.90000 4.93100 0.97000
H: 25.85800 6.42000 0.45300
H: 27.49100 4.88200 -0.27400
H: 26.05500 4.08900 -0.99300
H: 27.79500 3.53900 1.05500
C: 25.88500 7.49800 6.17700
C: 25.99100 6.02000 5.90200
O: 26.35700 5.82700 4.58900
H: 26.85900 8.03400 6.06700
H: 25.57800 7.60400 7.27300
H: 25.17300 7.92900 5.47800
H: 25.09800 5.51200 6.28600
H: 26.84900 5.63500 6.48100
H: 26.19600 4.85700 4.46000
C: 31.34100 -1.28600 6.23800
C: 31.45300 -0.57500 7.58500
O: 30.14000 -0.71000 8.15200
H: 30.91200 -0.65700 5.49600
H: 30.86200 -2.24200 6.24900
H: 32.37700 -1.43800 5.93000
H: 31.76600 0.49400 7.58600
H: 32.25200 -0.89400 8.15100
H: 30.29500 -0.39800 9.01600
C: 31.16900 -1.44500 2.56300
O: 32.56200 -1.47500 2.89100
N: 30.35200 -2.30800 1.99500
N: 30.45800 -0.41300 2.83400
H: 30.72000 -3.18200 1.68600
H: 29.40300 -2.02800 1.67400
H: 30.86500 0.36400 3.40400
H: 29.48900 -0.27800 2.75000
C: 27.06100 0.38300 7.18200
O: 25.70100 0.52600 6.96000
N: 27.76800 -0.64100 6.83600
N: 27.66400 1.08900 8.11500
H: 27.42800 -1.23000 6.06300
H: 28.80000 -0.70600 7.17300
H: 27.16500 1.91600 8.38500
H: 28.47700 0.91200 8.57300
C: 23.78600 1.76900 2.00500
O: 22.45200 1.43200 2.25500
N: 24.79200 1.31500 2.63000
N: 24.20600 2.63500 1.11600
H: 24.63100 0.45100 3.15100
H: 25.78800 1.48900 2.47300
H: 23.46500 3.22400 0.68300
H: 25.14300 2.82500 0.77300
C: 29.46600 4.42500 2.48400
O: 29.42900 4.76200 3.80700
N: 29.74400 3.23200 2.07200
N: 29.29700 5.31800 1.53700
H: 29.79500 2.49500 2.75700
H: 29.77100 3.02600 1.02800
H: 28.75000 6.21200 1.74300
H: 29.56500 5.04400 0.52600
C: 27.44400 1.96400 4.37900
O: 28.14700 0.78100 4.12800
H: 27.61600 2.44700 5.29400
H: 26.36800 1.59100 4.57200
H: 27.47800 2.60000 3.55300
H: 28.32200 0.44000 4.99300
C: 23.62900 4.37300 3.81700
O: 24.79500 3.71700 4.00600
H: 23.43000 4.45300 2.78700
H: 23.60000 5.39700 4.24000
H: 22.85400 3.66300 4.24300
H: 24.68100 2.78600 3.68400


No. 2
DFT (ωB97M-V/def2-TZVPD) results for the molecule C4H4N2 at a distorted geometry.

Results
Charge ... 0
HOMO energy (alpha / beta) ... -9.002 / -9.003 eV
Maximum force ... 0.041 hartree/bohr
LUMO level (alpha / beta) ... -0.72 / -0.72 eV
ΔE to the lowest compared entry with this formula, charge and spin ... 135.94 kcal/mol

Element x y z (Å)
C: 1.11372 -0.69672 -0.19560
C: 1.59842 0.42822 0.26383
C: 1.77676 1.69355 0.30567
N: 1.07585 2.70707 -0.06809
N: -0.17094 2.32069 -0.33085
C: -0.76561 1.28727 0.09462
H: 1.71325 -1.39730 -0.76291
H: 0.14054 -1.05006 0.09704
H: -1.70654 1.05856 -0.37809
H: -0.52483 0.79938 1.03335


No. 3
DFT (ωB97M-V/def2-TZVPD) results for a structure of composition C15H14N7O6PtS.

Results
Charge ... +2
Multiplicity ... 2
HOMO energy (alpha / beta) ... -14.669 / -14.712 eV
Maximum force ... 0.006 hartree/bohr
LUMO level (alpha / beta) ... -6.52 / -7.54 eV
ΔE to the lowest compared entry with this formula, charge and spin ... 2.81 kcal/mol

Element x y z (Å)
Pt: -0.42312 0.02771 0.02053
O: 1.72248 -0.26152 3.90599
C: 1.19025 -0.25934 2.70593
O: 0.00447 -0.16281 2.47355
C: 2.21033 -0.39724 1.61249
C: 3.56688 -0.55742 1.84370
C: 4.41549 -0.60171 0.75096
C: 3.88467 -0.47613 -0.52600
C: 2.51572 -0.32839 -0.66972
N: 1.70681 -0.30260 0.38968
C: 1.81056 -0.12564 -1.98692
O: 2.47911 -0.18430 -3.10961
O: 0.61334 0.11340 -2.03478
H: 1.02856 -0.16588 4.58043
H: 3.93874 -0.63025 2.85519
H: 5.48171 -0.71765 0.88819
H: 4.55393 -0.48325 -1.37617
H: 3.41526 -0.40202 -3.00528
S: -3.51037 -0.60729 -0.90396
C: -2.28580 0.35221 -0.58998
C: -3.01752 4.32638 -1.21092
N: -1.75392 3.85206 -0.61028
C: -0.77428 4.73896 -0.18799
C: 0.36301 4.31561 0.37332
C: 0.60989 2.89807 0.56857
O: 1.59765 2.41701 1.07410
N: -0.40406 2.05477 0.05079
C: -1.51352 2.55283 -0.46435
O: -2.47039 1.73314 -0.86545
H: -3.05611 5.40393 -1.09043
H: -3.86119 3.87301 -0.69937
H: -3.04491 4.07147 -2.26744
H: -1.00560 5.78234 -0.34498
H: 1.11985 5.00852 0.70682
N: -2.07036 -6.31470 -0.23596
C: -2.06991 -4.98800 -0.27592
N: -3.20289 -4.32991 -0.53027
N: -0.89815 -4.38046 -0.05715
C: -0.80953 -3.10526 -0.06743
N: -0.66274 -1.95500 -0.04055
H: -2.90089 -6.86141 -0.38236
H: -1.20486 -6.78856 -0.03929
H: -4.07363 -4.81361 -0.67105
H: -3.21492 -3.32105 -0.55662


No. 4
DFT (ωB97M-V/def2-TZVPD) results for a cluster of 2 separate species, C17H26FN2 in total at a distorted geometry.

Results
Charge ... +1
HOMO energy ... -10.891 eV
Maximum force ... 0.048 hartree/bohr
LUMO level ... -4.47 eV

Element x y z (Å)
C: -1.38471 1.08431 -1.85042
C: -0.70367 2.43085 -1.79825
N: 0.13151 2.68818 -0.80000
F: 1.56088 -1.53071 0.01899
C: 1.08905 3.59595 -0.91328
C: 2.30394 3.47393 -0.03058
C: 0.96382 4.62169 -1.87217
C: -0.11250 4.55937 -2.77440
C: -0.39693 5.70573 -3.68565
C: -0.90919 3.40452 -2.79429
H: -2.04414 1.01616 -2.72145
H: -0.65396 0.26435 -1.93939
H: -1.99404 0.89914 -0.95681
H: 2.93753 4.36095 -0.11194
H: 2.02640 3.34378 1.02180
H: 2.92875 2.61405 -0.32379
H: 1.69111 5.42891 -1.88386
H: -1.27330 5.49277 -4.30098
H: -0.59597 6.62519 -3.12386
H: 0.44928 5.91252 -4.34766
H: -1.67935 3.25107 -3.54614
C: 2.77375 -3.81348 1.61649
C: 2.86649 -2.27037 1.77976
C: 1.48244 -1.70844 1.41875
C: 0.50306 -2.83126 1.61598
N: -0.79019 -2.67087 1.72558
C: -1.72066 -3.72544 1.27737
C: -3.13320 -3.10473 1.29845
C: -2.96939 -1.62596 1.66911
C: -1.45516 -1.35431 1.76786
C: 1.24029 -4.12251 1.39474
H: 3.36236 -4.22183 0.78057
H: 3.22777 -4.29501 2.50557
H: 3.02253 -2.08061 2.84449
H: 3.69895 -1.78358 1.24881
H: 1.22918 -0.75342 1.92301
H: -1.45886 -3.98290 0.23287
H: -1.63802 -4.64701 1.88041
H: -3.59139 -3.21678 0.30594
H: -3.77047 -3.63805 2.01264
H: -3.42918 -0.97907 0.91099
H: -3.47476 -1.40573 2.61630
H: -1.19733 -0.77263 2.66318
H: -1.13436 -0.77523 0.88841
H: 1.12676 -4.49812 0.34782
H: 0.89484 -4.96536 2.00909


No. 5
DFT (ωB97M-V/def2-TZVPD) results for the molecule C5H12NO at a distorted geometry.

Results
Charge ... 0
Multiplicity ... 2
HOMO energy (alpha / beta) ... -8.796 / -8.755 eV
Maximum force ... 0.029 hartree/bohr
LUMO level (alpha / beta) ... 1.03 / -1.63 eV
ΔE to the lowest compared entry with this formula, charge and spin ... 18.57 kcal/mol

Element x y z (Å)
C: -0.00836 -1.01199 -1.15414
N: 0.11593 0.40382 -0.77200
C: -0.85716 0.87440 0.18359
C: -0.71635 0.28875 1.60055
C: 0.53123 0.96631 2.33972
O: 1.43028 1.41076 1.45560
C: 0.51819 -1.22230 -2.57503
H: -1.04369 -1.36050 -1.15104
H: 0.55946 -1.63290 -0.44822
H: 1.02191 0.49479 -0.38159
H: -1.83950 0.77535 -0.20698
H: -0.72642 1.95780 0.27422
H: -0.36570 -0.73129 1.52693
H: -1.63908 0.41418 2.16089
H: 0.93397 0.24179 3.03360
H: 0.08049 1.80390 2.88572
H: 0.18135 -0.37355 -3.17577
H: 0.21666 -2.17339 -2.98867
H: 1.60678 -1.12592 -2.60738